{
  "formula": "C20H60O19",
  "method": "ωB97M-V/def2-TZVPD",
  "species": ["O", "C", "C", "O", "H", "H", "H", "H", "H", "H", "O", "C", "C", "O", "H", "H", "H", "H", "H", "H", "O", "C", "C", "O", "H", "H", "H", "H", "H", "H", "O", "C", "C", "O", "H", "H", "H", "H", "H", "H", "O", "C", "C", "O", "H", "H", "H", "H", "H", "H", "O", "C", "C", "O", "H", "H", "H", "H", "H", "H", "O", "C", "C", "O", "H", "H", "H", "H", "H", "H", "O", "C", "C", "O", "H", "H", "H", "H", "H", "H", "O", "C", "C", "O", "H", "H", "H", "H", "H", "H", "C", "C", "O", "H", "H", "H", "H", "H", "H"],
  "coordinates": [[-5.486, -9.047, -0.841], [-6.030, -7.700, -0.798], [-5.120, -6.724, -1.550], [-3.780, -6.793, -1.095], [-6.192, -9.642, -0.576], [-7.007, -7.717, -1.281], [-6.269, -7.432, 0.232], [-5.301, -5.662, -1.388], [-5.143, -6.910, -2.624], [-3.390, -5.922, -1.195], [4.846, 6.403, -4.085], [5.982, 5.625, -4.544], [6.436, 4.523, -3.584], [5.457, 3.507, -3.481], [4.636, 6.952, -4.844], [5.786, 5.202, -5.530], [6.845, 6.260, -4.745], [6.603, 4.937, -2.590], [7.398, 4.100, -3.873], [4.638, 3.974, -3.298], [-1.093, -2.654, -1.910], [-0.804, -1.944, -0.702], [0.046, -0.664, -0.987], [-0.472, 0.167, -1.973], [-1.752, -2.124, -2.363], [-1.758, -1.629, -0.279], [-0.434, -2.557, 0.120], [1.029, -1.002, -1.314], [0.170, -0.113, -0.055], [0.182, 0.854, -2.121], [-2.624, -0.086, -5.860], [-4.017, -0.255, -5.990], [-4.712, 0.075, -4.658], [-4.428, -0.900, -3.656], [-2.280, -0.507, -5.069], [-4.443, 0.404, -6.747], [-4.280, -1.279, -6.255], [-5.800, 0.080, -4.731], [-4.342, 1.045, -4.328], [-5.114, -0.881, -2.984], [2.665, 2.294, 4.391], [3.633, 2.662, 5.404], [2.996, 2.416, 6.763], [2.454, 1.136, 6.979], [2.709, 1.341, 4.280], [4.500, 2.008, 5.308], [4.001, 3.685, 5.324], [2.184, 3.119, 6.950], [3.741, 2.659, 7.520], [2.995, 0.415, 6.648], [1.203, 4.831, -1.596], [1.205, 5.193, -0.241], [2.522, 5.827, 0.210], [2.852, 7.011, -0.511], [0.974, 5.658, -2.027], [0.441, 5.966, -0.154], [0.801, 4.453, 0.450], [3.287, 5.066, 0.051], [2.474, 6.123, 1.258], [3.090, 6.801, -1.417], [0.789, -9.122, -3.081], [1.298, -7.831, -3.100], [1.961, -7.500, -1.796], [1.033, -7.619, -0.693], [1.270, -9.555, -3.789], [2.026, -7.796, -3.911], [0.569, -7.054, -3.328], [2.124, -6.423, -1.839], [2.896, -8.034, -1.629], [1.499, -7.476, 0.134], [-1.717, 2.847, 4.238], [-2.031, 1.754, 5.071], [-3.605, 1.684, 5.001], [-4.075, 1.226, 3.715], [-0.830, 2.680, 3.911], [-1.583, 0.845, 4.671], [-1.607, 1.928, 6.061], [-4.038, 2.680, 5.091], [-4.074, 0.974, 5.682], [-3.698, 1.687, 2.962], [4.763, -3.418, 4.254], [5.014, -2.232, 3.542], [3.931, -1.981, 2.458], [2.754, -1.735, 3.203], [4.966, -3.210, 5.169], [5.176, -1.468, 4.302], [5.927, -2.341, 2.957], [3.770, -2.805, 1.763], [4.177, -1.082, 1.895], [2.471, -2.486, 3.730], [-4.648, 5.250, 0.788], [-4.561, 4.169, -0.305], [-3.716, 3.102, 0.000], [-5.210, 4.981, 1.683], [-5.187, 6.129, 0.436], [-3.596, 5.456, 0.988], [-4.262, 4.655, -1.234], [-5.533, 3.675, -0.316], [-3.150, 2.816, -0.721]],
  "relative_energy_kcal_mol": 82.90,
  "smiles": "OCCO.OCCO.OCCO.OCCO.OCCO.OCCO.OCCO.OCCO.OCCO.CCO",
  "e_tot_ev": -60607.441,
  "gap_ev": 9.86,
  "spin_multiplicity": 1,
  "homo_ev": -9.8
}

{
  "formula": "C3H5NO2",
  "method": "ωB97M-V/def2-TZVPD",
  "species": ["O", "C", "C", "N", "C", "O", "H", "H", "H", "H", "H"],
  "coordinates": [[-1.804, 1.072, -0.205], [-1.518, 0.375, 0.730], [-0.270, -0.468, 0.757], [0.498, -0.502, -0.506], [1.357, 0.424, -0.960], [1.779, 1.469, -0.572], [-2.149, 0.293, 1.649], [0.304, -0.112, 1.638], [-0.570, -1.485, 1.000], [0.656, -0.933, -1.508], [1.717, -0.135, -2.023]],
  "relative_energy_kcal_mol": 64.32,
  "smiles": "O=CCNC=O",
  "e_tot_ev": -8774.906,
  "gap_ev": 10.84,
  "spin_multiplicity": 1,
  "homo_ev": -10.1
}

{
  "formula": "C19H18GaNOS",
  "method": "ωB97M-V/def2-TZVPD",
  "species": ["C", "C", "C", "H", "C", "C", "H", "H", "H", "H", "C", "C", "C", "H", "C", "C", "H", "H", "H", "H", "Ga", "O", "C", "C", "H", "H", "H", "H", "C", "C", "C", "H", "C", "H", "C", "H", "C", "H", "S", "C", "N"],
  "coordinates": [[0.575, -1.885, 3.394], [-0.617, -2.751, 3.506], [-0.939, -3.126, 2.148], [-0.908, -3.331, 4.387], [-0.114, -2.463, 1.270], [0.895, -1.650, 1.959], [1.930, -1.774, 1.603], [1.398, -1.766, 4.097], [-1.648, -3.948, 1.926], [0.001, -2.690, 0.193], [-0.691, 2.142, 1.453], [-0.711, 2.246, 2.885], [0.601, 2.680, 3.313], [-1.621, 2.187, 3.493], [1.410, 2.824, 2.124], [0.591, 2.504, 0.997], [0.828, 2.617, -0.062], [-1.571, 1.979, 0.825], [0.882, 2.948, 4.346], [2.421, 3.255, 2.115], [0.678, 0.450, 2.542], [0.009, -0.383, -1.392], [-1.483, -0.561, -1.434], [-0.413, -1.099, -2.442], [-1.848, -1.221, -0.625], [-2.135, 0.262, -1.781], [-0.071, -2.162, -2.298], [0.928, -1.930, -4.415], [0.709, -0.876, -4.641], [-0.191, -0.322, -3.721], [-0.482, 1.069, -3.818], [-1.101, 1.540, -3.053], [0.015, 1.799, -4.911], [-0.319, 2.839, -5.018], [0.876, 1.209, -5.866], [1.180, 1.770, -6.766], [1.222, -0.156, -5.740], [1.836, -0.670, -6.514], [-1.152, -0.708, 3.849], [-0.622, -0.492, 5.459], [-0.347, -0.358, 6.613]],
  "relative_energy_kcal_mol": 94.03,
  "e_tot_ev": -86734.990,
  "gap_ev": [5.31, 5.05],
  "spin_multiplicity": 1,
  "homo_ev": [-6.2, -6.2]
}

{
  "formula": "C5H12SSi",
  "method": "ωB97M-V/def2-TZVPD",
  "species": ["C", "C", "C", "C", "C", "Si", "S", "H", "H", "H", "H", "H", "H", "H", "H", "H", "H", "H", "H"],
  "coordinates": [[-4.173, -0.044, -0.229], [-0.813, -1.015, 0.287], [0.556, 1.340, -1.245], [2.093, -1.306, -0.552], [1.300, 0.676, 1.727], [0.777, -0.050, 0.040], [-2.364, -0.002, 0.173], [-4.583, 0.789, 0.304], [-4.700, -0.975, -0.310], [-0.933, -2.076, 0.133], [1.363, 2.065, -1.198], [0.528, 0.941, -2.255], [-0.377, 1.870, -1.075], [2.735, -1.614, 0.266], [1.644, -2.200, -0.972], [2.724, -0.869, -1.319], [0.616, 1.455, 2.048], [1.308, -0.091, 2.495], [2.297, 1.106, 1.681]],
  "relative_energy_kcal_mol": 80.90,
  "e_tot_ev": -24089.243,
  "gap_ev": [7.84, 7.84],
  "spin_multiplicity": 1,
  "homo_ev": [-8.1, -8.2]
}